1.
{"formula": "C23H32N2O6S", "method": "ωB97M-V/def2-TZVPD", "elements": ["O", "C", "C", "O", "C", "O", "C", "C", "C", "C", "C", "C", "S", "O", "O", "N", "C", "C", "O", "C", "C", "C", "C", "N", "C", "C", "C", "C", "C", "C", "C", "C", "H", "H", "H", "H", "H", "H", "H", "H", "H", "H", "H", "H", "H", "H", "H", "H", "H", "H", "H", "H", "H", "H", "H", "H", "H", "H", "H", "H", "H", "H", "H", "H"], "xyz": [[-1.42907, -0.28469, -2.34058], [-0.72856, -1.03561, -2.97922], [0.25118, -2.00597, -2.29087], [0.58047, -1.51302, -1.00792], [1.26636, -0.35432, -1.01370], [1.70519, 0.14151, -2.02397], [1.44755, 0.20935, 0.33183], [0.73969, -0.20340, 1.38895], [0.82584, 0.31326, 2.74406], [1.87325, 1.13306, 3.17475], [1.91586, 1.58921, 4.47902], [0.91134, 1.23336, 5.35905], [0.95480, 1.78366, 7.05989], [2.11486, 2.61246, 7.24516], [-0.32557, 2.31300, 7.42359], [1.11203, 0.28951, 7.81700], [0.44560, 0.14867, 9.09814], [1.30955, 0.72462, 10.22194], [2.58710, 0.12491, 10.23150], [3.26189, 0.34806, 9.01201], [2.46793, -0.22357, 7.83223], [-0.13779, 0.42743, 4.95873], [-0.17628, -0.03437, 3.65796], [-0.73867, -1.13623, -4.31817], [-1.56698, -0.29655, -5.17124], [-2.68246, -1.16845, -5.76702], [-3.59246, -0.48315, -6.79072], [-3.17565, -0.61701, -8.26262], [-2.20937, 0.45221, -8.78369], [-0.72098, 0.09944, -8.71319], [-0.21847, -0.41580, -7.36270], [-0.67456, 0.44100, -6.17493], [-0.23234, -2.97122, -2.12736], [1.15816, -2.12753, -2.89351], [2.15560, 1.02294, 0.37656], [0.00840, -0.98550, 1.23381], [2.66155, 1.40249, 2.49012], [2.71379, 2.22362, 4.83268], [-0.50190, 0.68154, 9.02899], [0.26566, -0.91787, 9.26734], [0.86985, 0.52006, 11.19945], [1.40386, 1.81137, 10.07671], [4.22961, -0.14772, 9.10509], [3.40765, 1.42501, 8.85140], [2.93947, 0.04986, 6.88788], [2.41130, -1.31444, 7.90973], [-0.90551, 0.17931, 5.67365], [-0.99134, -0.66366, 3.33272], [-0.08947, -1.75029, -4.78320], [-2.01936, 0.44118, -4.50001], [-3.29209, -1.49761, -4.92217], [-2.25335, -2.06917, -6.21119], [-3.70400, 0.57121, -6.53363], [-4.58067, -0.93911, -6.69592], [-2.75947, -1.61019, -8.44014], [-4.08940, -0.54669, -8.85757], [-2.43577, 0.64101, -9.83614], [-2.40060, 1.38786, -8.25594], [-0.15545, 0.99441, -8.98439], [-0.50384, -0.66143, -9.46727], [-0.55456, -1.44366, -7.23137], [0.87241, -0.44538, -7.40460], [0.18938, 0.81205, -5.62003], [-1.21117, 1.31493, -6.53696]], "forces_ev_per_angstrom": [[-0.2089, 0.2158, 0.2512], [0.4260, -0.4811, 0.1002], [-0.0806, 0.2169, -0.1779], [-0.0526, -0.1489, 0.1515], [0.1518, 0.0052, -0.2515], [-0.0519, -0.0532, 0.1563], [-0.2300, -0.0464, 0.3996], [0.1622, -0.0475, -0.7066], [0.1056, 0.2671, 0.5767], [-0.2139, -0.1486, -0.0523], [0.0939, 0.1569, 0.1061], [0.1026, 0.1716, 0.4001], [-0.0025, -0.5225, -0.1908], [0.0656, -0.1736, -0.2100], [-0.1839, -0.1816, -0.0047], [-0.2821, 0.9033, -0.5160], [-0.1694, 0.2677, 0.5515], [-0.2980, -0.0663, -0.0599], [0.0113, -0.1627, 0.1117], [0.1199, -0.0140, -0.2947], [0.5794, -0.0362, 0.1431], [-0.0920, -0.0114, -0.0028], [0.1375, 0.1040, -0.0529], [-0.0038, -0.0594, -0.3612], [-0.1490, 0.0400, 0.0210], [-0.0820, 0.3354, 0.0849], [0.0819, -0.3601, -0.0208], [-0.1082, 0.3512, 0.0039], [0.1186, -0.2007, -0.1335], [-0.0837, -0.0201, 0.0697], [0.0713, 0.2247, -0.0783], [-0.0175, -0.1144, 0.0764], [0.0519, 0.1100, -0.0380], [-0.1579, -0.0357, 0.0574], [0.0445, 0.0620, 0.0172], [-0.0379, -0.0659, -0.0587], [0.1041, 0.0306, -0.0526], [0.1253, 0.0557, -0.0256], [-0.0555, -0.1517, 0.1837], [0.0015, 0.0795, -0.0398], [-0.0411, 0.0879, -0.0726], [-0.0174, -0.0544, 0.0868], [-0.0330, 0.0571, -0.0855], [0.0570, -0.1525, 0.0602], [0.1744, -0.1803, -0.0036], [0.0187, 0.0838, -0.0651], [-0.1510, -0.1169, 0.0196], [-0.0763, -0.0694, -0.0271], [0.0767, -0.0143, 0.1552], [0.0606, -0.1228, -0.1043], [0.0775, -0.0625, 0.0157], [0.0115, -0.0729, 0.0181], [-0.1056, 0.1115, 0.0034], [-0.0103, 0.0869, 0.0392], [-0.0297, -0.1378, -0.0366], [0.0311, -0.0772, -0.0227], [-0.0074, 0.0924, 0.0325], [-0.0413, 0.0749, -0.0299], [0.0743, -0.0203, -0.0537], [0.0354, 0.0468, -0.0744], [0.0256, -0.1362, -0.0070], [-0.0181, -0.1050, 0.0216], [-0.0729, 0.0817, 0.0010], [-0.0321, 0.1037, -0.0047]], "e_above_lowest_kcal_mol": 48.7, "smiles": "O=C(COC(=O)/C=C/c1ccc(S(=O)(=O)N2CCOCC2)cc1)NC1CCCCCCC1", "gap_ha": 0.3140, "e_tot_ev": -50470.4366}

=====

2.
{"formula": "C3H3BrO", "method": "ωB97M-V/def2-TZVPD", "elements": ["C", "C", "C", "O", "Br", "H", "H", "H"], "xyz": [[-0.27824, -0.90946, 1.87391], [-0.11514, -0.52756, 0.75414], [0.06244, 0.09874, -0.68951], [1.05040, 1.03229, -0.65141], [-1.71935, 0.90736, -1.18666], [-0.41193, -1.29727, 2.83919], [0.20673, -0.70865, -1.41186], [1.20510, 1.40456, -1.52780]], "forces_ev_per_angstrom": [[0.0895, -0.0425, -0.4385], [0.3821, 1.5487, -2.9280], [-0.9728, -1.4125, 2.6155], [0.2411, 0.1819, 0.1257], [0.5093, -0.2344, 0.0537], [-0.0817, -0.1762, 0.5714], [-0.0602, 0.2447, 0.0449], [-0.1072, -0.1098, -0.0447]], "e_above_lowest_kcal_mol": 34.5, "smiles": "C#C[C@H](O)Br", "gap_ha": 0.3974, "e_tot_ev": -75247.0331}